No. 1
Molecular formula: C3H4FNO2
Method: DFT, the ωB97M-V functional and the def2-TZVPD basis

Results
Energy above the lowest of the compared OMol25 structures with the same formula, charge and spin in eV: 7.319
Kohn-Sham gap in eV: 9.20

Atoms and positions in Å:
C (-1.1526, 0.4568, -0.0336)
C (-1.9009, -0.5624, 0.3391)
C (1.1046, -0.1614, -0.2159)
N (0.8311, -1.3170, -0.8800)
O (0.7971, -1.2409, -2.0678)
O (0.5024, -2.2390, -0.2096)
F (-3.2310, -0.5189, 0.1879)
H (-1.2418, 1.5693, -0.2351)
H (-1.6825, -1.6407, 0.4965)
H (1.4558, -0.3203, 0.8088)
H (1.4666, 0.6398, -0.8497)

Atoms 1-6, force components in eV/Å:
3.3 0.3 0.2
0.2 -0.9 -1.3
-2.4 3.8 2.5
-0.6 0.6 -0.5
0.2 -0.6 -2.8
-0.5 -3.2 1.4

=====

No. 2
Molecular formula: C21H32N5OsS
Method: DFT, the ωB97M-V functional and the def2-TZVPD basis

Results
Total charge: +3
Energy above the lowest of the compared OMol25 structures with the same formula, charge and spin in eV: 0.000
Kohn-Sham gap (spin up / spin down) in eV: 5.97 / 5.97

Atoms and positions in Å:
Os (-0.4900, 1.2247, -0.3516)
C (-2.2374, -0.9372, -1.8653)
N (-2.1497, -0.0884, -0.6518)
C (-3.2383, 0.9438, -0.6730)
C (-2.2767, -0.8339, 0.6130)
C (-3.1815, -1.8514, 0.7832)
C (-3.3855, -2.3879, 2.0575)
C (-2.7177, -1.8659, 3.1582)
C (-1.7873, -0.8547, 2.9971)
C (-1.5137, -0.3702, 1.7140)
N (-0.5382, 0.5932, 1.3949)
C (0.5028, 1.0677, 2.2145)
C (1.0267, 0.4027, 3.3278)
C (2.0738, 0.9690, 4.0300)
C (2.6166, 2.1819, 3.6240)
C (2.1450, 2.8241, 2.4776)
C (1.1131, 2.2663, 1.7653)
N (0.5677, 2.8671, 0.5370)
C (-0.5301, 3.8216, 0.9145)
C (1.5872, 3.6274, -0.2460)
H (-3.2317, -1.3685, -1.9787)
H (-2.0361, -0.3167, -2.7366)
H (-1.4988, -1.7328, -1.7989)
H (-4.2192, 0.4690, -0.7311)
H (-3.2115, 1.5373, 0.2464)
H (-3.1114, 1.5845, -1.5487)
H (-3.7686, -2.2209, -0.0478)
H (-4.1085, -3.1824, 2.1912)
H (-2.9311, -2.2410, 4.1499)
H (-1.3230, -0.4255, 3.8701)
H (0.6691, -0.5722, 3.6175)
H (2.4813, 0.4540, 4.8896)
H (3.4293, 2.6249, 4.1848)
H (2.6044, 3.7510, 2.1620)
H (-0.1271, 4.6517, 1.4958)
H (-0.9815, 4.2186, 0.0039)
H (-1.2790, 3.3114, 1.5214)
H (1.8565, 4.5469, 0.2709)
H (2.4782, 3.0225, -0.3910)
H (1.1573, 3.8910, -1.2095)
C (0.8005, -3.4083, -1.6161)
N (1.2534, -2.0792, -1.1658)
C (1.5080, -1.9552, 0.2776)
C (1.3626, -1.0453, -1.9860)
S (1.4083, 0.6209, -1.3101)
N (1.5585, -1.1641, -3.2875)
C (2.2883, -2.3118, -3.8717)
C (1.3376, -0.0618, -4.2412)
H (0.0827, -3.7773, -0.8847)
H (1.6246, -4.1169, -1.6774)
H (0.3136, -3.3331, -2.5835)
H (1.7241, -2.9478, 0.6654)
H (0.6320, -1.5640, 0.7991)
H (2.3705, -1.3217, 0.4683)
H (2.7998, -2.8712, -3.0971)
H (3.0359, -1.9046, -4.5498)
H (1.6225, -2.9624, -4.4351)
H (0.4744, 0.5300, -3.9586)
H (1.1487, -0.5046, -5.2157)
H (2.2187, 0.5754, -4.3124)

Atoms 1-6, force components in eV/Å:
-0.1 0.4 0.1
0.0 0.0 0.0
0.3 -0.3 0.2
0.1 0.0 -0.1
0.1 0.2 0.1
-0.1 -0.1 0.0

=====

No. 3
Molecular formula: C9H14O
Method: DFT, the ωB97M-V functional and the def2-TZVPD basis

Results
Energy above the lowest of the compared OMol25 structures with the same formula, charge and spin in eV: 0.224
Kohn-Sham gap in eV: 9.33

Atoms and positions in Å:
C (1.7980, 0.0415, -2.5379)
C (1.2215, -1.1013, -1.7526)
H (2.8566, -0.0840, -2.7504)
H (1.2606, 0.2076, -3.4738)
H (1.6679, 0.9869, -2.0079)
H (0.4306, -0.7595, -1.0832)
H (1.9002, -1.5284, -1.0085)
H (0.8755, -1.9554, -2.3313)
C (-1.3298, -1.8150, 2.2594)
C (-1.4288, 1.1247, -0.1420)
C (-1.7231, -0.0342, 0.5523)
C (-0.2432, 1.7633, 0.2127)
C (-0.9067, -0.5594, 1.5495)
C (0.5454, 1.3354, 1.2576)
C (0.2115, 0.1639, 1.9196)
O (0.1666, 2.9109, -0.4368)
H (-1.9655, 1.4441, -1.0191)
H (-2.6383, -0.5780, 0.3211)
H (-0.5018, 3.1511, -1.1149)
H (1.4028, 1.9248, 1.5604)
H (-2.0131, -1.5786, 3.0766)
H (-0.4964, -2.4146, 2.5991)
H (0.8235, -0.1875, 2.7472)
H (-1.9139, -2.4581, 1.6027)

Atoms 1-6, force components in eV/Å:
-0.1 0.6 -0.3
-0.2 -0.6 1.3
0.0 0.0 -0.2
0.1 -0.2 -0.1
0.2 -0.1 0.2
-0.4 0.0 -0.4